[1]
Density functional theory data (ωB97M-V with the def2-TZVPD basis set) for a molecular structure, C23H30N3Sc.

Positions of all 57 atoms, in Å:
1 C 0.4555 -3.4419 -0.2905
2 H 0.5579 -3.8032 0.7517
3 H -0.1745 -4.1043 -0.8842
4 H -1.5687 -0.0940 -0.2382
5 C 1.7654 -3.1247 -0.9864
6 H 1.6302 -2.4521 -1.8658
7 H 2.4841 -2.5994 -0.3338
8 C 2.3901 -4.4534 -1.4588
9 H 3.3396 -4.2870 -1.9755
10 H 2.5477 -5.1154 -0.6033
11 H 1.6946 -4.9688 -2.1338
12 C -1.4315 0.5779 -2.0804
13 C -0.6220 -0.1757 -2.9192
14 C -1.0040 -1.5691 -2.8231
15 C -2.0209 -1.6966 -1.8438
16 C -2.2408 -0.3317 -1.1818
17 C -3.5911 0.0026 -0.5256
18 C -2.8488 -2.9192 -1.6425
19 C -0.6150 -2.5985 -3.8346
20 C 0.2466 0.4199 -3.9659
21 C -1.3946 2.0274 -1.8357
22 Sc -0.2158 -1.4167 -0.4906
23 H -3.2590 -2.9633 -0.6283
24 H -3.6979 -2.9772 -2.3486
25 H -2.2624 -3.8345 -1.8173
26 H -3.9535 -0.8324 0.0821
27 H -3.4951 0.8587 0.1602
28 H -4.3637 0.2378 -1.2638
29 H -0.4840 2.4986 -2.2332
30 H -2.2693 2.4872 -2.3209
31 H -1.4514 2.2685 -0.7599
32 H 0.9143 -0.3136 -4.4329
33 H -0.3576 0.8620 -4.7771
34 H 0.8599 1.2319 -3.5546
35 H -0.2955 -3.5501 -3.3848
36 H -1.4439 -2.8326 -4.5261
37 H 0.2133 -2.2508 -4.4622
38 N 4.0876 6.1693 6.3832
39 C 3.4808 5.4383 5.6968
40 C 2.7205 4.5380 4.8603
41 C 3.2429 4.0876 3.6374
42 C 2.5008 3.2084 2.8272
43 C 1.2400 2.7815 3.2515
44 C 0.7126 3.2376 4.4656
45 C 1.4518 4.1131 5.2735
46 N 0.5246 1.8020 2.5222
47 C -0.6714 1.2054 2.9599
48 C -0.9393 0.1898 2.1112
49 N 0.0355 0.1544 1.1096
50 C 0.8803 1.1708 1.3707
51 H 4.2348 4.4254 3.3299
52 H 2.9142 2.8493 1.8862
53 H -0.2591 2.9154 4.8215
54 H 1.0403 4.4560 6.2213
55 H -1.1839 1.5261 3.8389
56 H -1.7752 -0.5033 2.0988
57 H 1.7240 1.4684 0.7638

As for the HOMO energy: -14.349 eV. For the orbital gap, the calculation gives 6.53 eV. Its LUMO energy is -7.8 eV. As for the net charge: +2.



[2]
Density functional theory data (ωB97M-V with the def2-TZVPD basis set) for a molecular structure, C24H43ClP2Pt.

Positions of all 71 atoms, in Å:
1 Pt -0.1157 0.2013 -0.3983
2 C -1.0798 -1.6259 2.8419
3 C 0.1695 -1.6202 2.1258
4 C 0.5051 -0.5730 4.1695
5 C -0.8650 -0.9682 4.0739
6 C 1.1581 -0.9763 2.9963
7 C -2.3254 -2.3469 2.5053
8 H -2.2745 -2.8295 1.5246
9 H -3.1976 -1.6688 2.5147
10 H -2.4548 -3.1194 3.2847
11 C -1.8567 -0.8785 5.1649
12 H -2.8881 -0.8821 4.7579
13 H -1.6836 0.0389 5.7578
14 H -1.7563 -1.7574 5.8377
15 C 1.1343 0.0031 5.3746
16 H 1.2081 -0.7596 6.1586
17 H 0.5212 0.8338 5.7422
18 H 2.1438 0.3417 5.1391
19 C 2.5960 -0.8081 2.7309
20 H 3.0926 -1.4951 3.4424
21 H 2.9497 0.2322 2.9095
22 H 2.9085 -1.0726 1.7076
23 C 0.6007 -2.7765 1.3424
24 H 0.9348 -3.5523 2.0586
25 H 1.4159 -2.5314 0.6617
26 H -0.2154 -3.1830 0.7428
27 C -1.1549 1.6297 -3.0722
28 C -1.8344 0.3282 -2.9471
29 C -1.5014 -0.7207 -4.0103
30 C -0.0175 -0.8268 -4.2889
31 C 0.9091 -0.3348 -3.1803
32 C 1.6609 0.7746 -3.3963
33 C 1.1630 2.0524 -4.1076
34 C -0.3800 2.0871 -4.2454
35 H -2.0697 -0.4474 -4.9055
36 H 0.1678 -0.3380 -5.2572
37 H -1.8520 -1.6830 -3.6727
38 H -0.6420 1.6198 -5.2018
39 H -1.4786 2.4396 -2.4090
40 H -2.9269 0.5462 -3.1012
41 H -0.6230 3.1447 -4.4049
42 H 1.5398 2.9207 -3.5324
43 H 2.6578 0.8840 -2.9206
44 H 1.6231 2.2066 -5.1114
45 H 0.2230 -1.8793 -4.5274
46 H 1.1271 -1.0540 -2.3920
47 P -2.0702 -0.4380 -1.2335
48 C -3.2976 0.7061 -0.5863
49 C -2.3843 -2.2249 -1.2815
50 P 2.3628 1.3166 0.1449
51 C 0.9381 1.8366 -0.8742
52 C 3.4419 0.1082 -0.7648
53 C 2.8410 3.1141 -0.0582
54 H -2.8007 1.4734 0.0202
55 H -4.0062 0.1334 0.0199
56 H -3.8480 1.1850 -1.4056
57 H -1.4761 -2.7496 -1.5877
58 H -3.1732 -2.4725 -1.9798
59 H -2.6465 -2.5905 -0.3018
60 H 2.6485 3.3580 -1.1258
61 H 3.8262 3.4395 0.2037
62 H 2.1241 3.7416 0.4993
63 H 0.4692 2.8007 -0.6292
64 H 0.7095 1.5782 -1.9331
65 H 4.0362 -0.4859 -0.0527
66 H 4.1139 0.6721 -1.4156
67 H 2.8553 -0.5761 -1.3713
68 Cl -1.8828 1.4632 2.2681
69 C -0.2644 1.4206 1.4330
70 H 0.3883 1.1010 2.2562
71 H -0.1214 2.5134 1.2727

The spin multiplicity is 5. As for the HOMO energy (alpha / beta): -12.841 / -14.147 eV. For the orbital gap (alpha / beta), the calculation gives 6.33 / 5.96 eV. Its LUMO energy (alpha / beta) is -6.5 / -8.2 eV. As for the net charge: +2.



[3]
Density functional theory data (ωB97M-V with the def2-TZVPD basis set) for a molecular structure, C30H28NNbO13P.

Positions of all 74 atoms, in Å:
1 N 2.6491 0.6333 6.9837
2 P 2.0566 0.3489 5.5335
3 O 2.8021 -1.0422 4.9150
4 O 2.3681 1.6309 4.4389
5 Nb -0.4774 0.1418 5.8223
6 O -2.5773 0.0938 5.8726
7 H 3.3291 -0.0918 7.2214
8 H 2.5838 -1.8066 5.4572
9 H 2.0742 2.3964 4.9604
10 H -0.3381 -1.1877 7.0847
11 H -0.4683 1.3474 7.2262
12 H -0.6421 1.5942 4.7010
13 H -0.5863 -1.0397 4.4566
14 H -2.8785 0.2001 4.9619
15 C 3.9669 5.2279 0.8387
16 C 4.5686 4.4364 -0.0463
17 C 4.7183 2.9832 0.2000
18 O 5.2695 2.2630 -0.6109
19 C 4.1729 2.4453 1.4657
20 C 3.5697 3.2363 2.3533
21 C 3.4209 4.6882 2.1050
22 O 2.8697 5.4140 2.9087
23 H 3.8487 6.2922 0.6752
24 H 4.9718 4.8137 -0.9777
25 H 4.2902 1.3810 1.6282
26 H 3.1618 2.8533 3.2897
27 C 1.5597 3.9430 -2.9926
28 C 0.5144 3.1247 -2.8889
29 C -0.5443 3.3574 -1.8815
30 O -1.4968 2.6092 -1.7869
31 C -0.3991 4.5333 -0.9943
32 C 0.6464 5.3524 -1.0987
33 C 1.7049 5.1201 -2.1069
34 O 2.6577 5.8660 -2.2052
35 H 2.3445 3.7888 -3.7222
36 H 0.3909 2.2599 -3.5284
37 H -1.1834 4.6864 -0.2640
38 H 0.7700 6.2167 -0.4583
39 C -0.0049 -2.4832 0.7094
40 C 0.7037 -3.1780 -0.1813
41 C 2.1829 -3.2055 -0.1287
42 O 2.8324 -3.8373 -0.9411
43 C 2.8402 -2.4338 0.9484
44 C 2.1300 -1.7380 1.8383
45 C 0.6520 -1.7106 1.7866
46 O -0.0044 -1.0798 2.5969
47 H -1.0878 -2.4505 0.6867
48 H 0.2349 -3.7454 -0.9757
49 H 3.9224 -2.4658 0.9718
50 H 2.5949 -1.1693 2.6320
51 C -2.2877 -5.1944 -2.1817
52 C -3.4560 -5.7757 -2.4446
53 C -3.7416 -6.3568 -3.7739
54 O -4.8082 -6.8860 -4.0167
55 C -2.6788 -6.2692 -4.8011
56 C -1.5104 -5.6871 -4.5388
57 C -1.2256 -5.1054 -3.2079
58 O -0.1608 -4.5740 -2.9691
59 H -2.0621 -4.7632 -1.2151
60 H -4.2442 -5.8490 -1.7065
61 H -2.9060 -6.7007 -5.7678
62 H -0.7222 -5.6120 -5.2773
63 C -5.5026 0.0067 -4.0367
64 C -4.9498 -1.2009 -3.9409
65 C -3.8110 -1.4515 -3.0288
66 O -3.3020 -2.5524 -2.9427
67 C -3.3126 -0.3137 -2.2267
68 C -3.8643 0.8947 -2.3212
69 C -5.0021 1.1473 -3.2338
70 O -5.5091 2.2469 -3.3229
71 H -6.3349 0.2108 -4.6985
72 H -5.3015 -2.0463 -4.5192
73 H -2.4801 -0.5177 -1.5649
74 H -3.5114 1.7359 -1.7438

As for the HOMO energy: -4.789 eV. For the orbital gap, the calculation gives 4.46 eV. Its LUMO energy is -0.3 eV. As for the net charge: -1.



For the records above, the corresponding energy values read -49492.362; -59909.250; -70501.665 eV.
For the records above, the corresponding max |F| values read 2.979; 3.664; 5.788 eV/A.